{"formula": "C21H33N5O6", "method": "ωB97M-V/def2-TZVPD", "lumo_energy_ev": 0.6, "spin_multiplicity": 1, "homo_ev": -9.15, "energy_ev": -42051.934, "orbital_gap_ev": 9.8, "smiles": "CC(C)(C)OC(=O)CNC(=O)c1[nH]cnc1C(=O)NC1CCN(C(=O)OC(C)(C)C)CC1", "total_charge": 0, "symbols": ["C", "H", "H", "H", "C", "C", "H", "H", "H", "C", "H", "H", "H", "O", "C", "O", "C", "N", "C", "O", "C", "C", "N", "C", "N", "H", "H", "C", "O", "N", "H", "C", "C", "H", "C", "N", "C", "O", "O", "C", "C", "H", "H", "H", "C", "H", "H", "H", "C", "H", "H", "H", "C", "H", "C", "H", "H", "H", "H", "H", "H", "H", "H", "H", "H"], "xyz": [[-8.393, -1.353, -1.162], [-8.443, -2.438, -1.093], [-7.755, -1.082, -1.999], [-9.392, -0.965, -1.340], [-7.839, -0.766, 0.135], [-8.690, -1.192, 1.331], [-8.277, -0.774, 2.245], [-9.710, -0.840, 1.207], [-8.696, -2.276, 1.418], [-7.736, 0.756, 0.062], [-7.155, 1.122, 0.905], [-8.730, 1.194, 0.089], [-7.237, 1.059, -0.854], [-6.532, -1.335, 0.418], [-5.495, -1.087, -0.360], [-5.495, -0.489, -1.403], [-4.232, -1.731, 0.230], [-3.152, -0.776, 0.206], [-3.370, 0.478, 0.615], [-4.428, 0.886, 1.078], [-2.219, 1.397, 0.494], [-0.900, 1.321, 0.072], [-0.312, 2.548, 0.211], [-1.228, 3.341, 0.691], [-2.395, 2.694, 0.880], [-3.278, 3.037, 1.229], [-1.079, 4.379, 0.910], [-0.116, 0.193, -0.455], [-0.558, -0.944, -0.605], [1.141, 0.541, -0.758], [1.396, 1.501, -0.573], [2.127, -0.389, -1.259], [3.138, 0.334, -2.151], [3.750, -0.413, -2.659], [4.053, 1.248, -1.330], [4.674, 0.512, -0.252], [5.996, 0.209, -0.323], [6.728, 0.659, -1.176], [6.365, -0.607, 0.680], [7.748, -1.003, 0.830], [8.632, 0.221, 1.062], [8.264, 0.791, 1.913], [9.651, -0.096, 1.263], [8.625, 0.859, 0.183], [7.740, -1.900, 2.069], [7.082, -2.751, 1.910], [8.744, -2.262, 2.272], [7.383, -1.343, 2.931], [8.211, -1.791, -0.396], [7.552, -2.639, -0.566], [9.222, -2.156, -0.236], [8.199, -1.153, -1.275], [3.740, -0.113, 0.656], [3.124, 0.671, 1.113], [2.850, -1.097, -0.103], [3.465, -1.901, -0.510], [2.113, -1.534, 0.571], [4.296, -0.624, 1.441], [3.485, 2.082, -0.903], [4.850, 1.650, -1.958], [2.616, 0.921, -2.908], [1.575, -1.139, -1.839], [-2.235, -1.026, -0.180], [-4.454, -2.055, 1.252], [-3.954, -2.591, -0.381]]}



{"formula": "C21H33N6NiO4S2", "method": "ωB97M-V/def2-TZVPD", "lumo_energy_ev": [-2.6, -3.0], "spin_multiplicity": 3, "homo_ev": [-10.55, -11.24], "energy_ev": -102152.061, "orbital_gap_ev": [8.0, 8.3], "s_squared": 2.01, "total_charge": 1, "symbols": ["Ni", "C", "O", "C", "O", "H", "H", "H", "N", "C", "N", "C", "C", "O", "C", "C", "H", "H", "H", "H", "H", "H", "H", "H", "C", "C", "C", "N", "C", "S", "N", "C", "O", "C", "C", "C", "C", "C", "C", "H", "H", "H", "H", "H", "H", "H", "H", "H", "H", "H", "H", "H", "H", "C", "N", "C", "S", "N", "C", "H", "H", "H", "H", "H", "H", "H", "H"], "xyz": [[-1.282, 0.289, 0.414], [-1.038, 4.259, -0.604], [-0.799, 2.936, -0.068], [-1.187, 1.862, -0.775], [-1.641, 1.974, -1.907], [-0.117, 4.828, -0.519], [-1.822, 4.725, -0.011], [-1.345, 4.184, -1.643], [-1.166, 0.902, 2.286], [-1.633, 1.238, 3.292], [-2.163, 1.583, 4.423], [-1.829, 2.816, 5.141], [-1.220, 2.451, 6.493], [-2.067, 1.572, 7.208], [-2.271, 0.358, 6.514], [-2.975, 0.625, 5.189], [-2.751, 3.379, 5.300], [-1.140, 3.414, 4.548], [-1.110, 3.345, 7.104], [-0.236, 1.989, 6.344], [-2.883, -0.277, 7.151], [-1.308, -0.134, 6.324], [-3.950, 1.080, 5.379], [-3.108, -0.286, 4.609], [2.569, 2.228, -3.922], [1.743, 1.356, -2.982], [2.273, -0.079, -2.951], [1.369, -0.963, -2.213], [1.164, -0.988, -0.908], [-0.277, -1.679, -0.309], [2.101, -0.493, -0.048], [3.523, -0.535, -0.089], [4.134, 0.296, 0.529], [4.151, -1.662, -0.822], [3.553, -2.919, -0.895], [4.192, -3.951, -1.560], [5.425, -3.735, -2.160], [6.044, -2.497, -2.049], [5.419, -1.468, -1.368], [2.181, 3.244, -3.937], [2.539, 1.838, -4.940], [3.611, 2.262, -3.600], [0.697, 1.349, -3.300], [1.772, 1.767, -1.970], [3.270, -0.105, -2.520], [2.346, -0.475, -3.964], [0.590, -1.326, -2.740], [1.733, -0.073, 0.793], [2.608, -3.109, -0.401], [3.735, -4.931, -1.601], [5.912, -4.537, -2.699], [7.021, -2.340, -2.485], [5.898, -0.504, -1.255], [-3.135, -0.996, -3.703], [-3.160, -0.455, -2.359], [-3.495, -1.139, -1.281], [-3.495, -0.346, 0.257], [-3.894, -2.402, -1.417], [-4.212, -3.335, -0.349], [-2.814, -0.207, -4.376], [-4.130, -1.325, -4.010], [-2.437, -1.835, -3.795], [-2.722, 0.458, -2.216], [-3.885, -2.791, -2.347], [-4.149, -2.823, 0.605], [-3.504, -4.165, -0.357], [-5.221, -3.723, -0.477]]}



{"formula": "C21H33NOS", "method": "ωB97M-V/def2-TZVPD", "lumo_energy_ev": 0.5, "spin_multiplicity": 1, "homo_ev": -7.73, "energy_ev": -36668.861, "orbital_gap_ev": 8.2, "total_charge": 0, "symbols": ["C", "C", "C", "C", "C", "C", "C", "H", "H", "S", "C", "H", "H", "C", "C", "H", "H", "H", "C", "N", "C", "O", "C", "H", "H", "C", "H", "H", "C", "C", "H", "H", "C", "H", "H", "H", "C", "C", "H", "H", "H", "C", "H", "H", "H", "C", "H", "H", "H", "H", "H", "H", "H", "H", "H", "H", "H"], "xyz": [[1.290, -5.956, 1.857], [0.532, -4.836, 1.301], [1.277, -4.029, 0.392], [0.623, -2.745, -0.089], [-0.879, -2.380, 0.222], [-1.370, -3.177, 1.070], [-0.691, -4.237, 1.661], [-1.396, -5.081, 2.063], [-2.444, -3.066, 1.153], [-1.386, -0.963, -0.475], [-2.505, -0.503, 0.515], [-3.067, 0.475, 0.050], [-3.629, -1.187, 0.669], [-2.090, -0.288, 2.063], [-3.421, -0.497, 2.986], [-3.581, -1.415, 3.049], [-4.221, 0.236, 3.005], [-2.949, -0.249, 4.148], [-1.636, 1.034, 2.257], [-0.382, 1.584, 1.510], [0.605, 0.951, 1.649], [0.950, 0.120, 2.534], [1.984, 1.342, 0.886], [2.269, 2.488, 1.202], [2.630, 0.646, 1.018], [1.693, 1.104, -0.567], [2.573, 1.108, -0.893], [1.183, 0.174, -0.862], [1.110, 2.477, -1.245], [-0.405, 2.486, -0.771], [-0.867, 3.251, -1.461], [-1.071, 1.589, -1.202], [-0.558, 2.696, 0.649], [-1.674, 3.252, 0.863], [0.114, 3.540, 0.998], [1.694, 3.165, -1.065], [1.066, 2.224, -2.943], [1.008, 0.953, -3.232], [-0.148, 0.617, -3.058], [0.946, 0.992, -4.548], [1.562, 0.144, -2.899], [2.910, 2.692, -3.181], [3.350, 1.949, -2.777], [2.721, 2.622, -4.220], [2.959, 3.603, -3.027], [0.266, 3.246, -3.436], [0.586, 3.418, -4.454], [0.399, 4.292, -2.905], [-0.737, 3.009, -3.624], [-2.341, 1.995, 2.075], [-1.333, 1.193, 3.315], [-1.372, -0.983, 2.259], [1.156, -2.252, -0.773], [2.307, -4.060, 0.285], [1.645, -6.597, 1.144], [2.287, -5.685, 2.504], [0.454, -6.482, 2.355]]}



{"formula": "C21H34FNO8P", "method": "ωB97M-V/def2-TZVPD", "lumo_energy_ev": -4.6, "spin_multiplicity": 1, "homo_ev": -11.72, "energy_ev": -52199.550, "orbital_gap_ev": 7.1, "total_charge": 1, "symbols": ["C", "C", "F", "C", "C", "N", "C", "P", "O", "O", "O", "C", "C", "O", "C", "C", "C", "C", "C", "C", "H", "H", "H", "H", "H", "H", "H", "H", "H", "H", "H", "H", "H", "H", "H", "H", "H", "H", "O", "C", "O", "C", "C", "C", "H", "H", "H", "H", "H", "H", "H", "H", "O", "C", "O", "C", "C", "C", "H", "H", "H", "H", "H", "H", "H", "H"], "xyz": [[1.225, 2.024, 1.352], [-0.078, 1.217, 1.263], [0.001, 0.367, 0.182], [-0.426, 0.419, 2.513], [0.709, -0.057, 3.347], [0.771, -1.324, 3.465], [-0.264, -2.046, 2.738], [0.436, -3.172, 1.474], [0.965, -4.363, 2.158], [-0.677, -3.517, 0.428], [1.616, -2.357, 0.774], [-1.240, -0.907, 2.363], [-2.175, -1.104, 1.178], [-3.050, -2.175, 1.426], [-4.244, -1.780, 2.029], [-5.237, -1.148, 1.292], [-6.415, -0.778, 1.929], [-6.622, -1.055, 3.284], [-5.619, -1.705, 3.998], [-4.423, -2.060, 3.382], [1.533, 2.210, 2.375], [1.981, 1.484, 0.793], [1.066, 2.981, 0.866], [-0.875, 1.932, 1.083], [-1.010, 1.041, 3.194], [1.423, 0.588, 3.837], [1.487, -1.812, 3.993], [-0.836, -2.708, 3.381], [-0.572, -4.461, 0.227], [2.431, -2.761, 1.105], [-1.933, -0.874, 3.207], [-2.712, -0.170, 1.015], [-1.609, -1.277, 0.268], [-5.078, -0.943, 0.244], [-7.200, -0.268, 1.395], [-7.545, -0.769, 3.755], [-5.770, -1.916, 5.046], [-3.655, -2.570, 3.942], [1.896, 5.631, -1.372], [1.293, 4.980, -2.177], [0.512, 3.974, -1.727], [-0.403, 3.248, -2.557], [0.272, 2.094, -3.272], [1.442, 5.193, -3.663], [-0.912, 3.921, -3.248], [-1.162, 2.866, -1.875], [1.044, 2.441, -3.957], [-0.458, 1.520, -3.842], [0.753, 1.429, -2.556], [2.288, 4.606, -4.018], [1.650, 6.246, -3.834], [0.557, 4.934, -4.240], [1.900, 0.469, -3.568], [2.778, -0.172, -3.058], [3.878, -0.457, -3.771], [5.052, -1.048, -3.206], [4.965, -2.559, -3.175], [2.628, -0.728, -1.659], [5.262, -0.625, -2.222], [5.865, -0.738, -3.859], [4.151, -2.903, -2.535], [5.897, -2.987, -2.806], [4.776, -2.945, -4.176], [2.131, -1.694, -1.716], [2.002, -0.046, -1.088], [3.569, -0.835, -1.122]]}